89
Properties=species:S:1:pos:R:3 method="wB97M-V/def2-TZVPD" homo_energy_ha=-0.49920 charge=+2 e_above_lowest_kcal_mol=49.1 homo_lumo_gap_ev=8.083 total_energy_ev=-113313.2767
Ti 1.90 1.77 -1.69
N 1.72 1.92 0.14
S 1.12 1.29 1.34
N -0.35 0.61 1.12
S -0.71 -0.88 0.80
N -0.03 -1.60 -0.41
S 0.08 -0.96 -1.93
N 0.78 0.35 -1.95
C 0.91 -2.28 -2.83
C 0.25 -2.99 -3.82
C 0.95 -3.97 -4.51
C 2.28 -4.21 -4.23
C 2.94 -3.47 -3.26
C 2.25 -2.49 -2.56
C -1.61 -0.84 -2.52
C -2.49 -1.89 -2.33
C -3.79 -1.77 -2.80
C -4.18 -0.61 -3.44
C -3.29 0.44 -3.63
C -1.99 0.33 -3.17
C -2.49 -0.87 0.64
C -3.16 -2.06 0.85
C -4.54 -2.09 0.74
C -5.23 -0.93 0.41
C -4.54 0.26 0.19
C -3.16 0.30 0.31
C -0.32 -1.91 2.21
C -0.86 -1.53 3.43
C -0.55 -2.27 4.56
C 0.27 -3.38 4.46
C 0.79 -3.76 3.23
C 0.49 -3.02 2.09
C 2.19 0.00 2.02
C 3.00 -0.70 1.15
C 3.85 -1.67 1.65
C 3.87 -1.92 3.01
C 3.06 -1.21 3.88
C 2.20 -0.24 3.38
C 0.88 2.49 2.64
C 1.89 3.43 2.79
C 1.77 4.39 3.78
C 0.64 4.40 4.59
C -0.36 3.46 4.43
C -0.25 2.49 3.44
H -0.78 -2.79 -4.06
H 0.44 -4.54 -5.27
H 2.82 -4.98 -4.77
H 3.98 -3.65 -3.04
H 2.74 -1.89 -1.80
H -2.15 -2.78 -1.83
H -4.49 -2.58 -2.67
H -5.19 -0.53 -3.82
H -3.61 1.33 -4.14
H -1.26 1.12 -3.29
H -2.61 -2.95 1.11
H -5.08 -3.01 0.92
H -6.30 -0.95 0.33
H -5.08 1.16 -0.06
H -2.60 1.21 0.16
H -1.49 -0.66 3.49
H -0.97 -1.98 5.52
H 0.50 -3.95 5.34
H 1.41 -4.64 3.15
H 0.89 -3.29 1.12
H 2.98 -0.45 0.09
H 4.51 -2.22 0.99
H 4.54 -2.67 3.41
H 3.09 -1.40 4.94
H 1.58 0.34 4.04
H 2.74 3.40 2.13
H 2.55 5.12 3.93
H 0.55 5.16 5.36
H -1.23 3.49 5.06
H -1.02 1.76 3.27
C -0.91 5.45 -2.94
C -1.42 4.46 -2.12
C -0.62 3.39 -1.75
C 0.69 3.28 -2.22
C 1.19 4.29 -3.04
C 0.40 5.38 -3.39
H -1.53 6.29 -3.23
H -2.44 4.53 -1.76
H -1.01 2.62 -1.09
H 2.22 4.25 -3.41
H 0.80 6.16 -4.02
O 4.48 0.41 -1.84
N 3.80 1.32 -2.22
O 3.02 1.20 -3.18
O 3.73 2.40 -1.61

***

78
Properties=species:S:1:pos:R:3 method="wB97M-V/def2-TZVPD" homo_energy_ha=-0.51737 charge=+2 homo_lumo_gap_ev=7.839 total_energy_ev=-94722.9259
Lu 0.04 1.53 -0.41
C 3.12 -0.90 0.74
P 1.70 -0.70 -0.41
C 0.49 -2.01 0.09
N 0.98 -2.98 0.81
C 0.19 -4.02 1.13
C 0.69 -5.04 1.97
C -0.06 -6.16 2.10
C -1.34 -6.29 1.55
C -1.91 -5.25 0.91
C -1.15 -4.09 0.66
N -1.74 -3.03 0.04
C -0.94 -2.00 -0.22
P -1.84 -0.50 -0.75
C -2.53 -0.93 -2.37
C -3.29 -0.21 0.39
C -4.62 -0.86 -0.05
C -2.90 -0.66 1.80
C -3.42 1.34 0.36
C 2.43 -1.22 -2.06
C 1.25 -1.39 -3.07
C 3.09 -2.57 -1.84
C 3.37 -0.18 -2.64
H 3.13 -1.97 1.02
H 2.91 -0.29 1.64
H 4.00 -0.57 0.23
H 1.66 -4.89 2.41
H 0.25 -6.97 2.70
H -1.90 -7.23 1.71
H -2.94 -5.30 0.54
H -3.15 -1.84 -2.34
H -1.84 -1.04 -3.22
H -3.24 -0.17 -2.66
H -4.58 -1.92 -0.17
H -4.96 -0.40 -0.98
H -5.39 -0.55 0.65
H -2.63 -1.73 1.83
H -3.76 -0.50 2.46
H -2.08 -0.05 2.18
H -3.65 1.76 -0.63
H -2.49 1.79 0.78
H -4.23 1.67 1.04
H 0.58 -2.23 -2.78
H 1.68 -1.58 -4.06
H 0.64 -0.45 -3.15
H 2.35 -3.26 -1.43
H 3.85 -2.59 -1.07
H 3.53 -2.99 -2.74
H 2.83 0.79 -2.72
H 3.73 -0.42 -3.64
H 4.22 -0.01 -1.99
C 0.66 0.40 3.32
C 0.41 1.78 3.02
C 0.41 2.76 4.00
C 0.18 4.09 3.61
C 0.02 4.44 2.29
C 0.08 3.44 1.35
N 0.20 2.12 1.74
N -0.06 3.55 -0.04
Si 0.88 4.24 -1.33
C 0.38 2.93 -2.73
C 2.71 3.98 -1.11
C 0.37 5.91 -1.86
H 0.13 0.04 4.20
H 1.71 0.25 3.56
H 0.40 -0.33 2.54
H 0.53 2.45 5.00
H 0.15 4.84 4.41
H -0.14 5.47 2.02
H 0.63 1.86 -2.78
H 0.87 3.35 -3.60
H -0.69 2.96 -3.02
H 2.94 2.96 -0.78
H 3.03 4.63 -0.29
H 3.32 4.18 -1.99
H -0.54 5.81 -2.45
H 1.12 6.46 -2.44
H 0.11 6.48 -0.96

***

44
Properties=species:S:1:pos:R:3 method="wB97M-V/def2-TZVPD" homo_energy_ha=-0.43870 charge=+1 e_above_lowest_kcal_mol=0.0 homo_lumo_gap_ev=9.140 smiles="CNC(=O)[C@@H](CCCC[NH3+])NC(=O)[C@@H](C)NC(C)=O" total_energy_ev=-24948.3288
C -0.45 -2.98 -1.33
N -0.05 -1.69 -0.72
C 1.16 -1.28 -0.37
O 2.20 -1.94 -0.53
C 1.28 0.11 0.28
C 1.90 1.14 -0.69
C 3.29 0.74 -1.32
C 4.39 0.51 -0.25
C 5.46 -0.45 -0.89
N 5.02 -1.87 -0.91
N 0.02 0.66 0.88
C -0.43 0.38 2.09
O 0.18 -0.38 2.84
C -1.72 1.05 2.51
C -2.48 0.39 3.65
N -1.67 2.51 2.71
C -1.67 3.37 1.69
C -1.75 4.85 1.99
O -1.73 2.97 0.51
H 0.18 -3.75 -0.86
H -1.48 -3.24 -1.11
H -0.34 -2.95 -2.41
H -0.80 -1.06 -0.51
H 1.93 -0.10 1.11
H 1.20 1.32 -1.57
H 1.98 2.11 -0.20
H 3.61 1.56 -1.97
H 3.15 -0.15 -1.97
H 4.87 1.51 -0.12
H 4.03 0.09 0.67
H 6.32 -0.34 -0.23
H 5.67 -0.12 -1.93
H 4.04 -1.90 -1.11
H 5.11 -2.27 0.02
H 5.50 -2.45 -1.62
H -0.44 1.44 0.40
H -2.40 0.91 1.65
H -1.95 0.41 4.60
H -3.42 0.87 3.81
H -2.75 -0.62 3.39
H -1.62 2.87 3.65
H -2.66 4.99 2.54
H -0.90 5.19 2.57
H -1.83 5.39 1.02

***

64
Properties=species:S:1:pos:R:3 method="wB97M-V/def2-TZVPD" homo_energy_ha="-0.46708 / -0.46695" charge=+2 e_above_lowest_kcal_mol=43.1 spin_multiplicity=5 homo_lumo_gap_ev="7.676 / 2.701" total_energy_ev=-292255.7614
Rh 1.26 0.15 -0.70
C -1.03 1.57 -3.36
As -0.56 1.55 -1.46
C -0.59 3.48 -1.10
C -2.27 0.81 -0.68
C -2.49 0.59 0.84
C -2.35 1.93 1.56
C -1.58 -0.46 1.48
As 0.40 -0.16 1.60
C 0.95 -1.79 2.56
C 0.62 1.13 3.06
C -3.96 0.09 0.94
As -4.91 -0.54 2.62
C -4.35 0.49 4.19
C -4.11 -2.29 3.03
H -1.94 2.15 -3.53
H -1.15 0.57 -3.77
H -0.21 2.05 -3.91
H -1.61 3.86 -1.15
H 0.01 3.96 -1.87
H -0.15 3.72 -0.14
H -2.40 -0.14 -1.21
H -3.04 1.49 -1.05
H -1.40 2.39 1.29
H -2.38 1.77 2.64
H -3.16 2.60 1.29
H -1.69 -1.42 0.96
H -1.90 -0.60 2.51
H 0.42 -1.88 3.51
H 2.02 -1.70 2.76
H 0.78 -2.68 1.96
H -0.04 0.87 3.89
H 0.40 2.16 2.75
H 1.65 1.10 3.40
H -4.10 -0.76 0.27
H -4.61 0.89 0.57
H -4.55 1.55 4.07
H -3.29 0.33 4.41
H -4.93 0.14 5.04
H -4.01 -2.89 2.13
H -4.76 -2.83 3.72
H -3.14 -2.17 3.52
Br 8.22 0.31 -4.11
C 6.46 0.51 -3.47
C 5.45 1.01 -4.30
N 4.23 1.15 -3.87
C 3.87 0.82 -2.65
C 4.80 0.30 -1.76
C 6.12 0.15 -2.17
C 4.39 -0.15 -0.33
O 5.19 -0.84 0.25
O 3.27 0.26 0.06
H 5.65 1.29 -5.32
H 2.81 0.97 -2.38
H 6.86 -0.24 -1.49
C -0.44 -2.53 -2.46
S 1.22 -1.88 -2.10
C 1.97 -3.34 -1.33
H -0.91 -2.95 -1.57
H -0.33 -3.31 -3.22
H -1.04 -1.72 -2.86
H 1.96 -4.13 -2.08
H 1.42 -3.65 -0.45
H 2.99 -3.10 -1.07

***

47
Properties=species:S:1:pos:R:3 method="wB97M-V/def2-TZVPD" homo_energy_ha="-0.07156 / -0.06058" charge=-2 spin_multiplicity=2 homo_lumo_gap_ev="6.265 / 5.641" total_energy_ev=-145487.2685
Co 1.14 0.03 0.01
C -0.40 -1.45 -4.59
C -0.63 -1.93 -3.16
C 0.36 -3.05 -2.85
C -2.08 -2.42 -2.98
N -0.30 -0.77 -2.33
N -0.18 -1.02 -0.94
H -0.57 -2.26 -5.30
H 0.62 -1.08 -4.69
H -1.09 -0.64 -4.84
H 0.34 -3.79 -3.66
H 0.10 -3.58 -1.92
H 1.37 -2.65 -2.76
H -2.27 -3.31 -3.58
H -2.78 -1.64 -3.28
H -2.28 -2.66 -1.93
H -0.95 0.00 -2.44
H 0.40 -1.85 -0.81
H -1.06 -1.21 -0.44
C 0.78 1.71 2.90
As -0.34 0.27 2.10
C -1.99 1.24 2.56
C 0.03 -0.91 3.61
H 0.48 1.84 3.94
H 0.62 2.64 2.35
H 1.83 1.45 2.84
H -1.73 2.16 3.08
H -2.62 0.60 3.17
H -2.53 1.46 1.64
H -0.44 -0.50 4.51
H 1.11 -0.92 3.71
H -0.34 -1.91 3.41
C 2.02 3.68 -0.55
C 1.64 2.28 -0.19
O 2.41 1.53 0.47
O 0.52 1.79 -0.53
H 2.53 4.15 0.29
H 1.14 4.25 -0.84
H 2.71 3.60 -1.39
F 1.63 -1.52 0.85
Te 4.08 0.24 -1.72
F 4.69 -1.62 -1.45
F 5.89 0.63 -2.62
F 3.73 -0.44 -3.46
F 3.44 1.95 -2.60
O 2.21 -0.27 -1.45
Te -2.85 -2.11 1.32

***

42
Properties=species:S:1:pos:R:3 method="wB97M-V/def2-TZVPD" homo_energy_ha=-0.30475 e_above_lowest_kcal_mol=23.8 homo_lumo_gap_ev=9.111 smiles="C=CCOc1c(CCC)cc(CCC)cc1C(N)=O" total_energy_ev=-22550.3208
C -4.38 -0.60 0.71
C -3.40 0.27 0.83
C -2.87 1.10 -0.30
O -1.53 1.52 -0.11
C -0.52 0.64 0.14
C 0.64 1.26 0.65
C 0.68 2.75 0.80
C 0.90 3.44 -0.55
C 2.25 3.10 -1.16
C 1.74 0.49 0.98
C 1.74 -0.89 0.83
C 2.97 -1.69 1.15
C 4.04 -1.52 0.07
C 3.59 -2.09 -1.27
C 0.60 -1.48 0.33
C -0.53 -0.74 -0.03
C -1.62 -1.54 -0.67
N -1.97 -2.65 0.02
O -2.10 -1.29 -1.76
H -4.76 -1.15 1.56
H -4.86 -0.78 -0.24
H -2.92 0.46 1.78
H -3.42 2.04 -0.35
H -2.99 0.58 -1.26
H 1.48 3.03 1.48
H -0.27 3.10 1.21
H 0.11 3.15 -1.24
H 0.83 4.53 -0.41
H 3.06 3.39 -0.49
H 2.39 3.61 -2.11
H 2.33 2.03 -1.33
H 2.62 0.98 1.38
H 3.38 -1.35 2.11
H 2.71 -2.74 1.25
H 4.95 -2.04 0.39
H 4.28 -0.46 -0.05
H 2.69 -1.58 -1.62
H 4.36 -1.96 -2.02
H 3.37 -3.15 -1.19
H 0.59 -2.55 0.17
H -1.66 -2.81 0.96
H -2.69 -3.24 -0.36